Entry 1:
The following is a quantum chemistry calculation of the molecule C3H4N2O, from the OMol25 dataset.

XYZ file:
```
10
Properties=species:S:1:pos:R:3:forces:R:3
N -1.8785 0.4456 -1.2822 -0.1 0.5 1.0
C -1.3248 0.7473 -0.3124 -0.7 -0.3 -1.0
C -0.2827 0.8230 0.7078 0.1 -0.1 -0.2
C 0.7746 -0.0004 -0.0826 0.3 0.1 0.1
N 0.5996 -1.3652 -0.0198 0.1 0.0 -0.1
O 1.6256 0.5482 -0.7419 0.0 -0.2 0.6
H -0.6023 0.3930 1.6659 0.1 -0.1 -0.4
H 0.0632 1.8472 0.8860 0.0 -0.3 -0.3
H 1.2400 -1.8750 -0.6135 -0.1 0.1 -0.1
H -0.3448 -1.7339 -0.0471 0.2 0.2 0.3
```
Forces are in eV/Å.

Calculated values
Net charge ... 0
Lowest unoccupied orbital energy ... 0.02429 Eh
Relative energy (zero: lowest compared OMol25 entry of this formula, charge and spin) ... 61.0 kJ/mol
Energy ... -301.464010 hartree
Orbital gap ... 11.17 eV
SMILES ... N#CCC(N)=O

Atom charges from the Mulliken analysis, given in e for atoms 1 to 5: number 1, N, carries -0.4088; number 2, C, carries 0.2381; number 3, C, carries -0.3688; number 4, C, carries 0.5317; number 5, N, carries -0.4717

---

Entry 2:
The following is a quantum chemistry calculation of a structure of composition C22H25N4O2SSeY, from the OMol25 dataset.

XYZ file:
```
56
Properties=species:S:1:pos:R:3:forces:R:3
Y 0.6460 -0.3762 -0.6695 -0.8 0.3 0.8
C 2.8556 -4.5280 -0.5546 0.1 0.1 0.0
C 1.8443 -5.4664 -0.5107 0.0 -0.1 0.0
C 0.5202 -5.0438 -0.5015 0.1 0.0 0.0
C 0.2475 -3.6899 -0.5185 -0.2 0.1 -0.1
N 1.2346 -2.7711 -0.5772 0.0 0.0 0.0
C 2.5072 -3.1873 -0.5990 -0.1 -0.1 0.0
C -1.1516 -3.1570 -0.5428 0.2 -0.1 0.0
C -2.2763 -3.9554 -0.3938 0.0 0.0 0.0
C -3.5234 -3.3652 -0.5041 -0.1 -0.1 0.0
C -3.6353 -2.0075 -0.7623 0.0 0.0 0.1
C -2.4728 -1.2642 -0.8731 0.0 0.2 -0.2
N -1.2694 -1.8419 -0.7600 0.1 0.1 -0.1
C -2.4683 0.1948 -1.2352 -0.1 -0.4 0.0
C -3.6002 0.9848 -1.1360 0.0 0.1 -0.1
C -3.5410 2.2940 -1.5939 -0.1 0.0 0.0
C -2.3589 2.7779 -2.1317 0.0 -0.1 0.0
C -1.2610 1.9388 -2.1518 0.0 0.0 0.0
N -1.3057 0.6774 -1.7108 0.0 0.0 0.1
H 3.8988 -4.8096 -0.5688 0.0 0.0 0.0
H 2.0735 -6.5237 -0.4937 0.0 0.0 0.0
H -0.2761 -5.7727 -0.4955 0.0 0.0 0.0
H 3.2610 -2.4144 -0.6639 0.0 0.0 0.0
H -2.1896 -5.0155 -0.2106 0.0 0.0 0.0
H -4.4152 -3.9711 -0.4100 0.0 0.0 0.0
H -4.6054 -1.5507 -0.8909 0.0 0.0 0.0
H -4.5165 0.5943 -0.7182 0.0 0.0 0.0
H -4.4180 2.9256 -1.5367 0.0 0.0 0.0
H -2.2787 3.7810 -2.5254 0.0 0.0 0.0
H -0.3065 2.2772 -2.5355 0.0 0.0 0.0
Se 5.0172 0.4459 0.4554 -0.6 -0.1 -0.4
C 3.6404 0.1758 -0.6093 0.6 0.1 0.4
N 2.6791 -0.0088 -1.2810 0.8 0.0 -0.4
O 0.6472 1.7050 0.2224 0.1 0.0 -0.1
S 1.6815 2.6623 0.8850 -0.1 -0.5 0.2
C 2.5443 3.4726 -0.4643 0.2 0.0 0.0
C 1.7025 4.6763 -0.8683 0.0 -0.1 -0.1
C 1.2400 5.2886 0.4489 0.0 0.0 0.1
C 0.7074 4.1315 1.2977 -0.1 0.0 -0.1
H 2.7388 2.7046 -1.2122 -0.1 0.1 -0.1
H 3.5114 3.7631 -0.0440 0.0 0.0 0.0
H 0.8480 4.3565 -1.4703 0.0 0.0 0.0
H 2.2853 5.3658 -1.4769 0.0 0.0 0.0
H 0.4710 6.0493 0.3243 0.0 0.0 0.0
H 2.0813 5.7655 0.9546 0.0 0.0 0.0
H -0.3072 3.8378 1.0191 0.0 0.1 0.0
H 0.7494 4.2880 2.3734 0.0 0.1 0.0
C -0.2894 -1.0400 3.8975 -0.1 0.0 0.1
C 0.0772 -0.1334 2.7551 0.1 0.0 -0.1
O 0.6116 -0.9095 1.6354 0.1 0.0 -0.2
H -0.6917 -0.4495 4.7214 0.0 0.0 0.0
H 0.5789 -1.5764 4.2857 0.0 0.0 0.0
H -1.0482 -1.7622 3.5967 0.0 0.0 0.0
H 0.8230 0.6140 3.0246 0.0 0.0 0.1
H -0.7897 0.3830 2.3470 0.0 0.0 0.0
H 1.2717 -1.5402 1.9579 -0.1 0.1 0.1
```
Forces are in eV/Å.

Calculated values
Net charge ... +2
Lowest unoccupied orbital energy ... -0.23589 Eh
Relative energy (zero: lowest compared OMol25 entry of this formula, charge and spin) ... 36.8 kJ/mol
Energy ... -4060.479698 hartree
Orbital gap ... 6.96 eV

Atom charges from the Mulliken analysis, given in e for atoms 1 to 5: number 1, Y, carries 1.4723; number 2, C, carries -0.9008; number 3, C, carries -0.4855; number 4, C, carries -0.9325; number 5, C, carries 0.5259